[1]
Entry from OMol25: C21H13BiN5O4SSe as an isolated structure in a non-equilibrium geometry (ωB97M-V/def2-TZVPD).

Positions of all 46 atoms, in Å:
Bi -0.74 0.88 -0.91
Se -0.92 -0.28 6.97
N -1.01 1.16 5.98
C -0.93 0.81 4.71
C -0.98 1.73 3.60
C -1.11 3.11 3.75
C -1.15 3.91 2.62
C -1.09 3.31 1.37
N -0.97 2.00 1.22
C -0.90 1.20 2.30
C -0.73 -0.20 2.06
N -0.60 -0.64 0.79
C -0.45 -1.94 0.55
C -0.41 -2.88 1.56
C -0.52 -2.47 2.88
C -0.69 -1.11 3.14
C -0.80 -0.59 4.48
N -0.77 -1.32 5.57
H -1.17 3.52 4.75
H -1.24 4.98 2.70
H -1.13 3.89 0.46
H -0.36 -2.22 -0.49
H -0.28 -3.93 1.32
H -0.48 -3.16 3.71
C -3.58 -0.48 -1.85
C -3.07 0.36 -0.75
O -3.67 0.78 0.19
H -4.65 -0.63 -1.76
H -3.06 -1.44 -1.83
H -3.33 -0.04 -2.81
O 2.21 -3.41 -4.89
S 1.63 -2.10 -4.95
O 1.21 -1.58 -6.21
N 0.36 -2.00 -3.88
C 0.59 -1.16 -2.94
O -0.31 -0.98 -2.02
C 1.91 -0.47 -2.97
C 2.47 0.46 -2.11
C 3.73 0.98 -2.41
C 4.44 0.55 -3.52
C 3.90 -0.41 -4.36
C 2.65 -0.89 -4.07
H 1.96 0.79 -1.22
H 4.16 1.73 -1.76
H 5.42 0.96 -3.72
H 4.45 -0.77 -5.22

Calculated values
**Strongest force on any atom**: 1.348 eV Å⁻¹
**ΔE to the lowest compared entry with this formula, charge and spin**: 17.7 kcal/mol
**Frontier orbital gap**: 7.3 eV
**E_tot**: -4396.7986 a.u.
**Spin multiplicity**: 1
**Charge**: +1

[2]
Entry from OMol25: C21H13N3O10S2SbScSe4 as an isolated structure (ωB97M-V/def2-TZVPD).

Positions of all 55 atoms, in Å:
Sc -0.86 -0.16 0.43
O 2.53 1.08 3.25
C 1.74 0.74 2.23
O 0.81 -0.02 2.34
C 2.08 1.36 0.91
C 3.21 2.09 0.64
C 3.42 2.48 -0.69
C 2.51 2.09 -1.66
C 1.40 1.35 -1.27
N 1.18 1.02 -0.01
C 0.34 0.79 -2.21
O 0.13 1.77 -3.19
O -0.73 0.39 -1.58
H 2.21 0.59 4.02
H 3.91 2.34 1.43
H 4.29 3.06 -0.95
H 2.64 2.33 -2.70
H -0.63 1.48 -3.71
O -1.27 2.07 0.59
C -1.72 2.81 1.47
C -2.18 2.42 2.76
C -2.61 3.42 3.64
C -3.06 3.08 4.89
C -3.10 1.72 5.31
C -2.69 0.74 4.47
C -2.19 1.03 3.15
O -1.79 0.12 2.40
N -3.49 4.12 5.80
O -3.44 5.28 5.42
O -3.87 3.80 6.91
H -1.77 3.89 1.25
H -2.60 4.46 3.34
H -3.48 1.50 6.30
H -2.72 -0.31 4.76
Se -2.35 -7.14 0.63
Sb -3.19 -5.31 1.96
Se -3.01 -1.63 -0.19
Se -1.26 -2.79 0.80
Se -2.47 -5.55 4.26
O 2.38 0.36 -4.94
S 1.21 -0.39 -4.58
O -0.01 -0.08 -5.28
N 1.01 -0.39 -2.93
C 1.22 -1.65 -2.32
S 1.15 -1.99 -0.73
C 1.46 -2.65 -3.36
C 1.61 -4.03 -3.19
C 1.81 -4.81 -4.31
C 1.87 -4.25 -5.59
C 1.71 -2.88 -5.76
C 1.51 -2.11 -4.63
H 1.52 -4.46 -2.20
H 1.90 -5.88 -4.19
H 2.02 -4.89 -6.45
H 1.73 -2.43 -6.75

Calculated values
**Strongest force on any atom**: 0.934 eV Å⁻¹
**ΔE to the lowest compared entry with this formula, charge and spin**: 60.2 kcal/mol
**Frontier orbital gap (alpha / beta)**: 4.2 / 4.2 eV
**E_tot**: -13128.0607 a.u.
**Spin multiplicity**: 1
**Charge**: -2

[3]
Entry from OMol25: C21H14Br2ClNO5RuTe as an isolated structure (ωB97M-V/def2-TZVPD).

Positions of all 46 atoms, in Å:
Ru 0.91 1.59 0.16
Br -0.36 3.30 4.72
C 0.84 1.99 4.29
C 1.63 1.37 5.25
C 2.54 0.37 4.91
Br 3.53 -0.39 6.26
C 2.70 -0.08 3.55
C 3.55 -1.10 3.12
C 3.59 -1.41 1.77
C 2.79 -0.71 0.87
N 1.97 0.27 1.27
C 1.93 0.56 2.59
C 1.00 1.59 2.91
O 0.33 2.09 1.95
H 1.54 1.68 6.28
H 4.18 -1.64 3.82
H 4.23 -2.19 1.40
H 2.81 -0.92 -0.19
Te -1.42 0.59 -0.54
C -1.50 0.77 -2.63
C -2.54 1.56 -3.11
C -2.68 1.72 -4.48
C -1.79 1.10 -5.34
C -0.76 0.32 -4.85
C -0.60 0.15 -3.48
C -1.96 -1.41 -0.20
C -3.21 -1.57 0.39
C -3.70 -2.85 0.58
C -2.94 -3.95 0.20
C -1.69 -3.78 -0.38
C -1.19 -2.51 -0.58
H -3.23 2.05 -2.43
H -3.49 2.33 -4.87
H -1.91 1.22 -6.41
H -0.07 -0.16 -5.53
H 0.20 -0.47 -3.10
H -3.80 -0.71 0.68
H -4.67 -2.99 1.03
H -3.33 -4.95 0.35
H -1.11 -4.64 -0.68
H -0.22 -2.37 -1.05
O 2.52 3.19 -0.68
Cl 1.61 2.90 -1.78
O 1.89 3.53 -2.98
O 1.63 1.40 -1.84
O 0.26 3.17 -1.23

Calculated values
**Strongest force on any atom**: 0.832 eV Å⁻¹
**Frontier orbital gap (alpha / beta)**: 4.4 / 4.4 eV
**E_tot**: -7209.7932 a.u.
**Spin multiplicity**: 1
**Charge**: +2

[4]
Entry from OMol25: C21H14BrLiN6O7S as an isolated structure (ωB97M-V/def2-TZVPD).

Positions of all 51 atoms, in Å:
Li -0.80 -1.51 0.63
O 4.60 0.31 1.48
C 4.30 -0.54 2.45
O 5.09 -0.84 3.31
C 2.93 -1.12 2.45
C 2.52 -2.02 3.41
N 1.25 -2.35 3.12
N 0.79 -1.73 2.04
C 1.80 -0.98 1.60
C 1.60 -0.22 0.31
O 2.50 0.55 -0.08
O 0.51 -0.44 -0.27
H 3.84 0.43 0.84
H 3.06 -2.43 4.25
H 0.66 -3.00 3.61
Br -0.77 -5.03 2.03
C -2.40 -4.03 2.07
C -3.48 -4.56 2.77
C -4.65 -3.81 2.77
C -4.69 -2.61 2.08
C -3.55 -2.19 1.42
N -2.41 -2.89 1.43
C -3.54 -0.90 0.59
O -4.62 -0.32 0.44
O -2.41 -0.59 0.11
H -3.39 -5.51 3.28
H -5.52 -4.18 3.30
H -5.57 -2.00 2.02
O -1.27 -2.10 -2.20
N -2.17 -1.38 -2.30
S -0.30 4.25 -1.93
C -0.79 2.61 -2.22
C 0.10 1.59 -2.59
C -0.38 0.32 -2.69
N -1.67 0.07 -2.49
C -2.56 1.01 -2.13
C -2.14 2.30 -2.01
C 1.46 4.16 -2.18
C 2.03 4.66 -3.34
C 3.41 4.57 -3.48
N 4.21 4.02 -2.57
C 3.64 3.54 -1.46
C 2.28 3.60 -1.21
H 1.15 1.77 -2.73
H 0.26 -0.54 -2.87
H -3.55 0.67 -1.88
H -2.84 3.06 -1.68
H 1.42 5.10 -4.11
H 3.89 4.95 -4.37
H 4.31 3.09 -0.74
H 1.87 3.19 -0.30

Calculated values
**Strongest force on any atom**: 0.409 eV Å⁻¹
**ΔE to the lowest compared entry with this formula, charge and spin**: 7.4 kcal/mol
**Frontier orbital gap**: 7.6 eV
**E_tot**: -4643.6823 a.u.
**Spin multiplicity**: 1

[5]
Entry from OMol25: C21H14Cl3MnN3O7S2Si as an isolated structure (ωB97M-V/def2-TZVPD).

Positions of all 52 atoms, in Å:
Mn 2.65 -1.54 0.46
O 1.93 1.21 3.77
C 0.81 0.61 4.21
C 0.26 1.10 5.40
C -0.89 0.53 5.93
C -1.50 -0.54 5.29
C -0.96 -1.03 4.12
C 0.20 -0.47 3.56
C 0.74 -1.04 2.31
O 1.81 -0.47 1.79
N 0.15 -2.05 1.75
N 0.84 -2.35 0.59
C 0.20 -3.00 -0.32
C 0.76 -3.21 -1.62
C 0.12 -4.11 -2.49
C 0.57 -4.33 -3.77
C 1.69 -3.62 -4.22
C 2.33 -2.71 -3.40
C 1.89 -2.48 -2.08
O 2.52 -1.57 -1.38
H 2.21 0.76 2.94
H 0.75 1.93 5.88
H -1.30 0.93 6.84
H -2.40 -0.98 5.69
H -1.42 -1.85 3.59
H -0.80 -3.34 -0.10
H -0.76 -4.62 -2.13
H 0.06 -5.02 -4.42
H 2.06 -3.78 -5.23
H 3.19 -2.15 -3.74
Cl 5.91 -0.22 -1.04
Si 4.25 0.20 0.17
Cl 5.12 0.94 1.93
Cl 3.39 1.89 -0.70
O 3.77 -2.93 0.45
O 3.53 -2.49 1.76
O -4.14 1.53 -4.30
S -4.18 1.65 -2.86
O -5.50 1.64 -2.27
N -3.18 0.61 -2.13
C -2.18 1.21 -1.50
S -0.97 0.49 -0.61
C -2.23 2.72 -1.62
C -1.35 3.66 -1.10
C -1.60 5.00 -1.35
C -2.71 5.40 -2.10
C -3.59 4.46 -2.62
C -3.32 3.13 -2.37
H -0.50 3.32 -0.52
H -0.93 5.75 -0.96
H -2.88 6.45 -2.28
H -4.45 4.75 -3.21

Calculated values
**Strongest force on any atom**: 0.461 eV Å⁻¹
**ΔE to the lowest compared entry with this formula, charge and spin**: 43.8 kcal/mol
**Frontier orbital gap (alpha / beta)**: 6.8 / 7.1 eV
**E_tot**: -5117.2152 a.u.
**Spin multiplicity**: 2
**Charge**: -2